ORCA calculation (ωB97M-V/def2-TZVPD) on 2 unconnected molecules or ions with the total composition C3H6NO in a non-equilibrium geometry.

Geometry as XYZ:
```
11
Properties=species:S:1:pos:R:3
C -2.36 0.04 -0.04
C 1.44 -0.62 0.77
C 1.58 0.64 0.46
N 1.12 -0.13 -0.66
O -1.27 0.13 0.49
H -2.47 -0.45 -1.01
H -3.33 0.50 0.49
H 1.58 -1.61 1.07
H 1.91 1.59 0.70
H 1.68 -0.05 -1.48
H 0.13 -0.05 -0.78
```

Calculated values
E_HOMO (eV): -14.71
LUMO level (eV): -4.178
DFT total energy (hartree): -247.49542
HOMO-LUMO gap (eV): 10.53
Total charge: +1
Energy relative to the best compared isomer or geometry (same formula, charge and spin) (kJ/mol): 316.8

Atomic partial charges in e from the Mulliken method, atoms 1 to 6: atom 1 (C): -0.017, atom 2 (C): -0.009, atom 3 (C): -0.221, atom 4 (N): -0.147, atom 5 (O): -0.455, atom 6 (H): 0.217

***

ORCA calculation (ωB97M-V/def2-TZVPD) on 2 unconnected molecules or ions with the total composition C4H16N6 in a non-equilibrium geometry.

Geometry as XYZ:
```
26
Properties=species:S:1:pos:R:3
C 3.11 0.87 0.83
C 2.36 1.01 -1.60
N 1.76 1.86 -2.47
N 2.44 1.46 -0.25
N 2.72 -0.24 -1.91
H 1.49 2.77 -1.90
H 1.58 1.68 -3.49
H 1.94 2.37 -0.02
H 3.30 -0.89 -1.24
H 3.03 -0.46 -2.73
H 2.78 -0.21 0.99
H 2.81 1.43 1.72
H 4.14 0.70 0.63
C -3.15 0.74 0.66
C -2.55 -1.63 1.15
N -2.66 -0.35 1.52
N -1.55 -2.31 1.90
N -2.97 -1.94 -0.08
H -2.08 -0.07 2.34
H -1.74 -3.22 2.29
H -0.62 -2.36 1.38
H -3.52 -1.41 -0.67
H -2.67 -2.85 -0.39
H -3.93 0.30 0.03
H -2.31 1.24 0.07
H -3.72 1.53 1.25
```

Calculated values
E_HOMO (eV): -16.83
LUMO level (eV): -6.388
DFT total energy (hartree): -489.95603
HOMO-LUMO gap (eV): 10.44
Total charge: +2
Energy relative to the best compared isomer or geometry (same formula, charge and spin) (kJ/mol): 238.7

Atomic partial charges in e from the Mulliken method, atoms 1 to 6: atom 1 (C): -0.935, atom 2 (C): 0.681, atom 3 (N): -0.406, atom 4 (N): -0.213, atom 5 (N): -0.410, atom 6 (H): 0.255

***

ORCA calculation (ωB97M-V/def2-TZVPD) on 4 unconnected molecules or ions with the total composition C3H14NO3 in a non-equilibrium geometry.

Geometry as XYZ:
```
21
Properties=species:S:1:pos:R:3
C 2.48 -0.95 0.09
C 1.00 -1.26 0.35
C -0.49 0.36 -0.79
N 0.24 0.02 0.20
H 2.78 -0.49 -0.85
H 2.69 -0.26 0.90
H 3.01 -1.89 0.12
H 0.47 -2.04 -0.24
H 0.96 -1.59 1.37
H -1.17 1.20 -0.69
H -0.43 -0.30 -1.67
H 0.13 0.47 1.10
H -4.03 -0.94 -1.79
H -3.41 -2.37 -1.81
O -3.25 -1.47 -1.52
H 0.90 -1.29 4.57
H -0.27 -1.89 3.53
O 0.56 -1.46 3.69
H -0.49 6.06 -1.79
H -1.12 4.66 -2.27
O -0.57 5.41 -2.48
```

Calculated values
E_HOMO (eV): -13.86
LUMO level (eV): -4.710
DFT total energy (hartree): -402.88466
HOMO-LUMO gap (eV): 9.15
Total charge: +1
Energy relative to the best compared isomer or geometry (same formula, charge and spin) (kJ/mol): 188.8

Atomic partial charges in e from the Mulliken method, atoms 1 to 6: atom 1 (C): -1.060, atom 2 (C): -0.310, atom 3 (C): -0.140, atom 4 (N): 0.039, atom 5 (H): 0.367, atom 6 (H): 0.348

***

ORCA calculation (ωB97M-V/def2-TZVPD) on a molecular structure, C5H7N3 in a non-equilibrium geometry.

Geometry as XYZ:
```
15
Properties=species:S:1:pos:R:3
C 3.13 0.28 -0.30
C 2.06 -0.73 -0.07
C 0.69 -0.57 0.57
C -2.40 0.24 -0.73
C -1.78 1.01 0.36
H 1.96 -1.26 -1.05
H 2.77 -1.52 0.48
H 0.38 -0.70 1.88
H -1.86 0.19 -1.66
H -3.55 -0.03 -0.53
H -2.65 1.28 1.06
H -1.06 1.91 0.23
N 4.17 0.95 -0.12
N -0.30 -0.68 -0.34
N -1.54 -0.37 0.21
```

Calculated values
E_HOMO (eV): -9.12
LUMO level (eV): 0.190
DFT total energy (hartree): -358.77741
HOMO-LUMO gap (eV): 9.31
Energy relative to the best compared isomer or geometry (same formula, charge and spin) (kJ/mol): 632.7

Atomic partial charges in e from the Mulliken method, atoms 1 to 6: atom 1 (C): 0.282, atom 2 (C): -0.488, atom 3 (C): 0.022, atom 4 (C): -0.376, atom 5 (C): -0.370, atom 6 (H): 0.330

***

ORCA calculation (ωB97M-V/def2-TZVPD) on 3 unconnected molecules or ions with the total composition C3H10O3S in a non-equilibrium geometry.

Geometry as XYZ:
```
17
Properties=species:S:1:pos:R:3
C -0.09 0.43 -0.53
O 0.72 -0.71 -0.12
C 0.11 0.61 -2.08
C -0.87 1.64 -2.75
S -0.31 2.55 -4.16
H 0.32 1.36 0.11
H -1.10 0.27 -0.26
H 1.14 0.96 -2.41
H 0.09 -0.35 -2.66
H -1.89 1.09 -2.93
H -1.01 2.45 -1.98
H 0.73 -3.18 4.44
H 0.68 -1.79 4.15
O 0.82 -2.41 4.97
H 0.60 -0.85 0.89
H -0.43 -1.06 2.69
O 0.50 -1.04 2.64
```

Calculated values
E_HOMO (eV): -0.05
LUMO level (eV): 5.861
DFT total energy (hartree): -744.15859
HOMO-LUMO gap (eV): 5.91
Total charge: -2
Energy relative to the best compared isomer or geometry (same formula, charge and spin) (kJ/mol): 71.5

Atomic partial charges in e from the Mulliken method, atoms 1 to 6: atom 1 (C): -0.299, atom 2 (O): -0.501, atom 3 (C): -0.472, atom 4 (C): -0.590, atom 5 (S): -0.748, atom 6 (H): 0.176

***

ORCA calculation (ωB97M-V/def2-TZVPD) on a molecular structure, C28H29Cl2F5NO7S2Ti.

Geometry as XYZ:
```
75
Properties=species:S:1:pos:R:3
Ti -0.35 0.96 -0.54
C 3.13 -3.19 -1.22
C 2.32 -3.15 0.07
C 2.68 -4.36 0.94
C 2.44 -1.84 0.84
C 1.87 -1.70 2.10
C 1.93 -0.49 2.79
C 2.59 0.61 2.25
C 2.66 1.92 2.99
C 3.16 0.46 1.00
C 3.08 -0.74 0.30
H 3.03 -4.16 -1.70
H 4.19 -3.03 -1.01
H 2.81 -2.43 -1.93
H 1.27 -3.25 -0.22
H 3.71 -4.28 1.29
H 2.59 -5.28 0.36
H 2.05 -4.46 1.82
H 1.35 -2.53 2.57
H 1.48 -0.42 3.78
H 2.11 2.70 2.45
H 3.69 2.26 3.08
H 2.24 1.84 3.99
H 3.70 1.30 0.56
H 3.56 -0.80 -0.67
O 1.30 0.91 -1.56
S 0.68 0.40 -2.86
O 1.39 -0.68 -3.43
O -0.70 0.12 -2.37
C 0.63 1.76 -3.97
C 1.51 1.67 -5.04
C 1.63 2.72 -5.94
C 0.87 3.87 -5.75
C -0.01 3.96 -4.68
C -0.15 2.91 -3.79
S -1.42 3.15 -2.55
O -1.60 4.55 -2.42
O -2.52 2.30 -2.86
O -0.73 2.63 -1.25
H 2.11 0.78 -5.16
H 2.31 2.64 -6.77
H 0.96 4.70 -6.43
H -0.60 4.85 -4.52
C -1.81 -3.87 1.70
C -2.17 -3.24 0.34
C -3.63 -2.75 0.34
C -1.92 -4.23 -0.81
C -1.33 -2.06 0.15
N -0.75 -1.07 0.04
H -2.48 -4.71 1.87
H -1.93 -3.15 2.51
H -0.79 -4.24 1.70
H -4.28 -3.61 0.45
H -3.87 -2.24 -0.59
H -3.81 -2.06 1.17
H -2.63 -5.05 -0.71
H -0.91 -4.63 -0.78
H -2.09 -3.76 -1.78
F -2.20 3.76 5.65
C -1.73 3.19 4.56
C -1.93 1.83 4.34
F -2.61 1.11 5.23
C -1.43 1.24 3.20
F -1.62 -0.06 2.98
C -0.74 1.99 2.26
O -0.25 1.39 1.16
C -0.54 3.35 2.49
F 0.14 4.06 1.59
C -1.03 3.94 3.63
F -0.83 5.24 3.84
Cl -3.04 0.68 -0.14
C -4.10 2.13 -0.29
Cl -3.47 3.49 0.62
H -5.06 1.82 0.11
H -4.13 2.38 -1.35
```

Calculated values
E_HOMO (eV): -11.14
LUMO level (eV): -4.736
DFT total energy (hartree): -4731.24788
HOMO-LUMO gap (eV): 6.40
Total charge: +1
Energy relative to the best compared isomer or geometry (same formula, charge and spin) (kJ/mol): 56.5

Atomic partial charges in e from the Mulliken method, atoms 1 to 6: atom 1 (Ti): 0.536, atom 2 (C): -1.706, atom 3 (C): 2.052, atom 4 (C): -1.717, atom 5 (C): 0.524, atom 6 (C): -0.501

***

ORCA calculation (ωB97M-V/def2-TZVPD) on a molecular structure, C20H31Br6NO11 in a non-equilibrium geometry.

Geometry as XYZ:
```
69
Properties=species:S:1:pos:R:3
C -3.57 1.74 -0.03
C -2.23 2.09 -0.16
C -1.28 1.46 0.64
C -1.71 0.62 1.67
C -3.05 0.33 1.84
C -3.99 0.90 0.98
N -0.72 -0.02 2.52
O -1.12 -0.70 3.45
O 0.47 0.17 2.32
H -4.33 2.05 -0.74
H -1.96 2.69 -1.02
H -0.21 1.51 0.50
H -3.47 -0.44 2.47
H -5.02 0.62 1.14
C -1.71 1.93 -3.24
C -0.54 2.30 -4.16
O 0.03 3.56 -3.78
C 0.67 4.20 -4.71
O 0.89 3.84 -5.84
O 1.09 5.38 -4.23
C 2.10 6.01 -4.98
H -1.80 0.84 -3.26
H -2.65 2.31 -3.64
H -1.53 2.07 -2.17
H -0.86 2.33 -5.20
H 0.23 1.55 -3.97
H 1.85 6.09 -6.04
H 3.04 5.44 -4.96
H 2.37 6.93 -4.47
C 0.47 -3.69 2.78
C 0.18 -4.11 1.33
O 0.41 -5.51 1.21
C 0.26 -6.02 -0.01
O -0.03 -5.37 -0.99
O 0.47 -7.31 0.04
C 0.23 -8.03 -1.19
H -0.30 -4.04 3.46
H 0.60 -2.61 2.82
H 1.44 -4.17 2.93
H 0.85 -3.52 0.71
H -0.85 -3.93 0.99
H 0.46 -9.08 -1.12
H 0.95 -7.64 -1.92
H -0.77 -7.74 -1.49
C -0.14 -1.68 -1.37
C 0.90 -0.79 -0.70
O 0.37 0.55 -0.72
C 1.13 1.64 -0.64
O 0.69 2.73 -0.88
O 2.37 1.34 -0.25
C 3.23 2.47 0.01
H 0.24 -2.31 -2.18
H -0.87 -1.04 -1.84
H -0.61 -2.36 -0.66
H 1.85 -0.84 -1.24
H 0.98 -1.09 0.34
H 4.01 2.59 -0.74
H 3.75 2.16 0.91
H 2.69 3.39 0.17
C -0.52 -1.12 6.57
Br 1.40 -0.92 6.51
Br -1.29 -0.53 8.28
Br -1.10 -2.97 6.33
H -0.89 -0.49 5.77
C 1.23 2.70 3.04
Br 3.04 2.36 3.75
Br 1.22 4.53 2.33
Br -0.03 2.58 4.53
H 0.92 2.07 2.22
```

Calculated values
E_HOMO (eV): -9.92
LUMO level (eV): -0.955
DFT total energy (hartree): -17106.99259
HOMO-LUMO gap (eV): 8.97
Energy relative to the best compared isomer or geometry (same formula, charge and spin) (kJ/mol): 156.3

Atomic partial charges in e from the Mulliken method, atoms 1 to 6: atom 1 (C): -0.508, atom 2 (C): -0.472, atom 3 (C): 2.099, atom 4 (C): -1.057, atom 5 (C): -0.458, atom 6 (C): -0.736

***

ORCA calculation (ωB97M-V/def2-TZVPD) on a molecular structure, C39H104Mn2N4O35S9 in a non-equilibrium geometry.

Geometry as XYZ:
```
193
Properties=species:S:1:pos:R:3
Mn -3.49 0.84 -1.25
Mn -0.22 2.19 -0.26
N -1.02 -0.91 0.02
O -1.95 -0.71 -0.72
O -0.82 -2.04 0.40
O -0.37 0.09 0.42
N -1.27 1.18 -3.35
O -2.48 1.15 -3.19
O -0.78 1.04 -4.44
O -0.62 1.41 -2.34
O -2.32 2.18 -0.23
H -2.55 2.37 0.70
O -4.80 0.48 0.16
H -5.46 -0.09 0.59
C 0.24 -5.37 -0.25
C -1.18 -5.65 -0.68
N -1.92 -6.34 0.43
C -3.15 -6.93 -0.12
C -2.81 -8.23 -0.90
C -2.28 -5.37 1.49
C -2.74 -6.11 2.74
H 0.74 -6.31 -0.01
H 0.32 -4.68 0.59
H 0.82 -4.93 -1.06
H -1.62 -4.71 -1.02
H -1.05 -6.28 -1.56
H -3.94 -7.17 0.59
H -3.62 -6.30 -0.88
H -3.69 -8.82 -1.16
H -2.36 -7.98 -1.86
H -2.18 -8.95 -0.38
H -3.13 -4.72 1.28
H -1.45 -4.73 1.79
H -3.50 -6.89 2.66
H -3.07 -5.38 3.48
H -1.96 -6.67 3.26
C 2.68 3.84 1.19
C 1.73 2.94 2.01
N 0.31 3.13 1.58
C -0.10 4.54 1.65
C -1.58 4.83 1.34
C -0.52 2.37 2.49
C -0.51 2.62 3.99
H 2.64 4.86 1.57
H 2.37 3.82 0.14
H 3.67 3.39 1.27
H 2.03 1.91 1.83
H 1.95 3.26 3.03
H 0.11 4.92 2.65
H 0.51 5.20 1.02
H -2.32 4.22 1.86
H -1.73 5.89 1.53
H -1.72 4.71 0.27
H -0.12 1.36 2.56
H -1.55 2.30 2.15
H 0.48 2.73 4.42
H -1.11 1.90 4.55
H -0.94 3.61 4.07
O 0.51 -2.52 6.33
S 0.63 -1.71 5.09
O 0.23 -0.30 5.06
O 2.11 -1.89 4.32
C 3.12 -1.21 4.91
C 3.52 -1.94 6.21
C -0.47 -2.57 3.92
H 2.74 -0.22 5.19
H 3.97 -1.09 4.25
H 3.74 -3.00 6.07
H 2.88 -1.81 7.09
H 4.39 -1.44 6.65
H -0.46 -2.08 2.95
H -1.46 -2.67 4.37
H 0.00 -3.55 3.94
O 0.13 3.93 -1.42
S 0.32 5.21 -2.09
O 0.10 6.47 -1.38
O 1.89 5.18 -2.59
C 2.56 6.24 -3.25
C 3.92 6.40 -2.72
C -0.56 5.19 -3.71
H 1.96 7.15 -3.23
H 2.55 5.91 -4.29
H 3.94 6.62 -1.66
H 4.40 7.21 -3.28
H 4.46 5.47 -2.90
H -0.32 4.21 -4.14
H -0.22 5.97 -4.38
H -1.62 5.33 -3.53
O 5.76 1.19 3.99
S 5.45 1.06 2.58
O 4.14 0.71 2.03
O 5.96 2.50 1.76
C 7.18 3.11 1.95
C 7.68 3.65 0.60
C 6.70 -0.19 1.95
H 7.89 2.37 2.33
H 7.11 3.92 2.68
H 8.67 4.10 0.70
H 7.02 4.41 0.18
H 7.79 2.95 -0.23
H 7.70 0.00 2.34
H 6.74 -0.13 0.86
H 6.35 -1.19 2.18
O 0.96 -2.40 -5.42
S 0.22 -2.92 -4.30
O -1.24 -2.85 -4.29
O 0.62 -4.53 -4.06
C 2.03 -4.91 -4.05
C 2.30 -6.42 -4.07
C 0.87 -2.18 -2.71
H 2.37 -4.57 -3.07
H 2.58 -4.40 -4.83
H 1.53 -7.01 -4.57
H 2.46 -6.84 -3.08
H 3.24 -6.71 -4.54
H 0.62 -1.13 -2.81
H 1.95 -2.33 -2.64
H 0.32 -2.70 -1.93
O 1.92 1.54 -0.83
S 2.92 1.39 -1.95
O 3.06 0.11 -2.65
O 2.66 2.58 -3.14
C 2.63 2.11 -4.48
C 2.70 3.23 -5.49
C 4.62 1.96 -1.42
H 1.74 1.51 -4.67
H 3.55 1.54 -4.64
H 3.52 3.93 -5.31
H 1.75 3.73 -5.64
H 2.84 2.72 -6.44
H 5.29 1.88 -2.29
H 5.00 1.19 -0.75
H 4.54 2.95 -0.97
O -4.71 2.28 6.10
S -4.58 2.09 4.62
O -4.11 3.16 3.73
O -3.59 0.76 4.49
C -3.19 0.29 3.21
C -3.72 -1.13 3.06
C -6.10 1.35 3.93
H -2.10 0.32 3.27
H -3.48 0.99 2.42
H -3.32 -1.80 3.82
H -3.34 -1.51 2.11
H -4.81 -1.06 3.08
H -5.97 0.90 2.95
H -6.73 2.24 3.91
H -6.50 0.55 4.56
O -6.08 4.49 -2.20
S -4.98 3.81 -1.52
O -4.66 2.42 -1.83
O -3.57 4.75 -1.60
C -3.74 6.15 -1.53
C -3.75 6.72 -2.93
C -5.27 3.99 0.28
H -2.99 6.70 -0.96
H -4.64 6.44 -0.97
H -2.76 7.11 -3.17
H -4.48 7.51 -3.11
H -4.11 6.00 -3.66
H -5.62 4.99 0.51
H -4.36 3.66 0.79
H -5.94 3.18 0.59
O -4.63 -0.59 -2.50
S -5.70 -1.59 -2.48
O -7.11 -1.30 -2.27
O -5.62 -2.52 -3.81
C -4.39 -2.70 -4.48
C -4.85 -3.05 -5.83
C -5.14 -2.97 -1.32
H -3.81 -3.53 -4.06
H -3.76 -1.81 -4.51
H -5.26 -2.17 -6.34
H -5.57 -3.86 -5.83
H -4.03 -3.35 -6.47
H -5.03 -2.50 -0.34
H -4.21 -3.38 -1.72
H -5.97 -3.67 -1.24
O 4.86 -1.74 -0.02
S 3.94 -2.87 0.27
O 3.50 -3.85 -0.78
O 4.48 -3.63 1.66
C 3.77 -4.72 2.12
C 4.14 -4.96 3.62
C 2.44 -2.13 0.92
H 4.01 -5.55 1.45
H 2.72 -4.45 2.03
H 5.21 -4.86 3.81
H 3.84 -5.96 3.92
H 3.61 -4.32 4.32
H 1.98 -1.46 0.19
H 2.84 -1.47 1.69
H 1.68 -2.82 1.28
```

Calculated values
E_HOMO (alpha / beta) (eV): -7.20 / -8.51
LUMO level (alpha / beta) (eV): -0.125 / -0.127
DFT total energy (hartree): -10286.10350
HOMO-LUMO gap (alpha / beta) (eV): 7.07 / 8.38
⟨S²⟩: 30.006
2S+1: 11

Atomic partial charges in e from the Mulliken method, atoms 1 to 6: atom 1 (Mn): 1.063, atom 2 (Mn): 2.141, atom 3 (N): -0.391, atom 4 (O): -0.598, atom 5 (O): 0.169, atom 6 (O): -0.973

***

ORCA calculation (ωB97M-V/def2-TZVPD) on a molecular structure, C10H6Cl2CrN2O3SSm in a non-equilibrium geometry.

Geometry as XYZ:
```
26
Properties=species:S:1:pos:R:3
Sm 2.11 5.64 -0.27
Cr 1.29 -0.92 0.77
Cl 0.20 5.76 -1.82
Cl 1.48 0.25 2.61
C 2.44 -2.41 0.79
C 2.33 7.75 -1.25
C 4.07 7.05 0.30
O 3.11 -3.37 0.72
O 2.64 8.81 -1.63
O 4.89 7.88 0.40
N -0.69 -1.85 3.36
C -1.18 -2.03 2.13
N -0.45 -1.71 1.04
C -1.10 -2.03 -0.15
C -0.51 -1.86 -1.39
C -1.24 -2.30 -2.50
C -2.53 -2.84 -2.34
C -3.12 -2.99 -1.08
C -2.36 -2.60 0.03
S -2.71 -2.74 1.77
H -1.28 -2.10 4.14
H 0.11 -1.21 3.50
H 0.50 -1.42 -1.46
H -0.82 -2.22 -3.51
H -3.08 -3.17 -3.22
H -4.12 -3.38 -0.92
```

Calculated values
E_HOMO (alpha / beta) (eV): -20.68 / -20.22
LUMO level (alpha / beta) (eV): -16.082 / -14.907
DFT total energy (hartree): -3739.25256
HOMO-LUMO gap (alpha / beta) (eV): 4.60 / 5.32
⟨S²⟩: 20.079
Total charge: +4
2S+1: 9

Atomic partial charges in e from the Mulliken method, atoms 1 to 6: atom 1 (Sm): 2.116, atom 2 (Cr): 0.795, atom 3 (Cl): -0.229, atom 4 (Cl): -0.396, atom 5 (C): 0.361, atom 6 (C): -0.094